[1]
The following is a DFT calculation (wB97M-V/def2-TZVPD) of C17H15ClF4HfN2O2 as an isolated structure.

Values from the calculation:
Highest occupied orbital energy (eV): -14.77
Charge: +2
HOMO-LUMO gap (eV): 6.3
E_LUMO (eV): -8.48

XYZ file:
```
42
Properties=species:S:1:pos:R:3:nbo_charge:R:1
Hf -0.032 0.010 0.156 2.5983
C -1.789 1.919 1.536 -0.4374
N -0.371 1.778 1.162 -0.5756
C 0.064 2.846 0.241 -0.4630
C 0.517 1.669 2.354 -0.2524
C 1.943 1.273 1.921 -0.2342
N 1.788 0.319 0.820 -0.8686
C 2.845 -0.129 0.077 0.0567
C 2.540 -0.827 -1.104 0.2649
F 1.126 -1.002 -1.351 -0.3564
C 3.479 -1.331 -1.987 0.3739
F 3.070 -1.955 -3.078 -0.2678
C 4.824 -1.166 -1.698 -0.3269
C 5.176 -0.510 -0.523 0.4044
F 6.450 -0.376 -0.216 -0.2582
C 4.220 0.009 0.349 0.2942
F 4.601 0.628 1.472 -0.2851
H -1.966 2.823 2.128 0.2509
H -2.104 1.052 2.129 0.2303
H -2.404 1.980 0.632 0.2404
H 0.044 3.829 0.725 0.2605
H -0.604 2.883 -0.628 0.2465
H 1.089 2.657 -0.102 0.2390
H 0.107 0.870 2.990 0.2322
H 0.526 2.605 2.927 0.2570
H 2.465 0.832 2.780 0.2550
H 2.530 2.151 1.617 0.2223
H 5.590 -1.538 -2.361 0.2868
Cl -5.966 -3.499 -1.717 0.1192
C -4.642 -2.443 -1.486 -0.0898
C -4.557 -1.247 -2.236 -0.0629
C -3.494 -0.388 -2.080 -0.2249
C -2.469 -0.643 -1.154 0.4014
O -1.488 0.221 -1.014 -0.8365
C -2.566 -1.841 -0.341 -0.2954
C -1.715 -2.131 0.737 0.4447
O -0.785 -1.394 1.212 -0.7494
C -3.656 -2.732 -0.570 -0.0905
H -5.343 -1.011 -2.941 0.2662
H -3.432 0.511 -2.676 0.2519
H -1.902 -3.067 1.278 0.2256
H -3.708 -3.633 0.021 0.2530
```

[2]
The following is a DFT calculation (wB97M-V/def2-TZVPD) of C17H15ClF6N3O11RuS4 as an isolated structure.

Values from the calculation:
Highest occupied orbital energy (spin up / spin down) (eV): -2.41 / -3.28
⟨S²⟩: 8.759
Charge: -2
2S+1: 6
HOMO-LUMO gap (spin up / spin down) (eV): 6.7 / 7.0
E_LUMO (spin up / spin down) (eV): 4.32 / 3.74

XYZ file:
```
58
Properties=species:S:1:pos:R:3:lowdin_spin:R:1
Ru -2.225 0.107 0.046 3.8190
O 0.759 1.535 5.038 0.0008
C 1.052 0.281 4.769 0.0003
O 1.676 -0.408 5.545 0.0002
C 0.548 -0.273 3.475 0.0011
C 0.814 -1.537 2.991 0.0047
Cl 1.687 -2.758 3.797 0.0021
N 0.181 -1.709 1.799 0.0061
N -0.531 -0.595 1.527 0.0525
C -0.313 0.271 2.499 0.0069
C -0.997 1.615 2.385 0.0156
O -0.715 2.499 3.204 0.0194
O -1.821 1.732 1.434 0.1388
C 0.216 -2.789 0.856 0.0017
C 1.200 -3.771 0.898 0.0007
C 1.174 -4.815 -0.013 -0.0004
C 0.189 -4.891 -0.984 0.0009
C -0.751 -3.877 -1.063 0.0021
C -0.726 -2.830 -0.160 0.0227
H 0.229 1.976 4.297 0.0005
H 2.009 -3.723 1.603 0.0001
H 1.953 -5.565 0.038 0.0000
H 0.173 -5.713 -1.689 0.0001
H -1.517 -3.872 -1.826 0.0003
H -1.432 -2.033 -0.323 0.0161
C -2.008 1.949 -4.140 0.0161
C -1.460 1.511 -2.779 0.0439
C -0.597 2.616 -2.178 0.0060
C -2.593 1.138 -1.837 0.2397
H -1.200 2.221 -4.825 0.0033
H -2.660 2.821 -4.026 0.0007
H -2.598 1.155 -4.602 0.0006
H -0.821 0.639 -2.944 0.0046
H -1.188 3.532 -2.066 0.0002
H 0.265 2.845 -2.808 0.0000
H -0.225 2.344 -1.190 0.0030
H -3.351 0.504 -2.302 0.0201
H -3.090 2.040 -1.456 0.0239
O -3.817 -1.661 -1.048 0.0862
S -4.391 -1.576 0.318 0.0127
O -3.241 -1.772 1.254 0.0926
O -5.524 -2.431 0.562 0.0161
S -4.789 0.408 0.587 0.2826
F 2.330 -0.207 -3.313 0.0001
C 2.819 0.486 -2.274 0.0011
F 2.679 1.786 -2.563 0.0002
F 4.121 0.202 -2.194 0.0003
S 1.894 0.018 -0.715 0.0030
O 0.560 -0.217 -1.198 0.0300
O 2.648 -1.086 -0.192 0.0006
N 1.876 1.298 0.181 -0.0002
S 3.115 1.768 1.047 0.0001
O 2.969 1.465 2.439 0.0000
O 4.393 1.576 0.420 0.0000
C 2.804 3.588 0.940 0.0000
F 2.894 4.028 -0.320 0.0000
F 3.743 4.234 1.659 0.0000
F 1.610 3.917 1.420 0.0001
```

[3]
The following is a DFT calculation (wB97M-V/def2-TZVPD) of C17H15F3LuN8O4S3 as an isolated structure.

Values from the calculation:
Highest occupied orbital energy (eV): -4.97
Charge: -1
HOMO-LUMO gap (eV): 7.3
E_LUMO (eV): 2.28

XYZ file:
```
51
Properties=species:S:1:pos:R:3:nbo_charge:R:1
Lu -0.230 -0.173 0.205 1.5356
O -2.453 -0.024 0.514 -0.6808
N -2.967 -0.841 1.426 0.0171
C -4.051 -1.559 1.081 0.0459
C -4.655 -2.396 1.978 -0.2758
C -4.112 -2.497 3.260 -0.1656
C -2.990 -1.776 3.583 -0.2368
C -2.368 -0.930 2.649 0.0706
S -0.927 -0.061 2.940 -0.2663
H -4.363 -1.425 0.057 0.2361
H -5.516 -2.971 1.673 0.2248
H -4.559 -3.157 3.992 0.2159
H -2.528 -1.856 4.555 0.2324
S -1.348 -0.665 -2.261 -0.2870
C 0.245 -0.965 -2.847 -0.1562
S 1.550 -0.756 -1.718 -0.3422
C 0.496 -1.299 -4.166 -0.4908
C -0.561 -1.392 -5.119 0.3267
N -1.396 -1.464 -5.911 -0.3927
C 1.821 -1.495 -4.656 0.3239
N 2.882 -1.641 -5.083 -0.3892
N 5.293 1.836 0.515 -0.7970
C 4.051 1.926 1.081 0.3515
C 2.992 1.129 0.610 -0.0097
N 1.783 1.228 1.121 -0.4161
C 1.591 2.120 2.104 -0.0456
C 2.639 2.887 2.561 0.0140
N 3.874 2.799 2.062 -0.4472
H 5.507 1.056 -0.079 0.3977
H 6.048 2.276 1.008 0.3974
H 3.150 0.417 -0.191 0.2276
H 0.593 2.209 2.509 0.2296
H 2.489 3.601 3.362 0.1954
F 2.524 -3.429 0.858 -0.3107
C 1.518 -2.868 1.531 0.8851
F 1.706 -1.513 1.456 -0.3186
F 1.660 -3.191 2.824 -0.3190
C 0.118 -3.277 0.983 0.7249
O -0.151 -4.456 1.035 -0.6138
O -0.569 -2.290 0.573 -0.8105
C 0.666 2.766 -2.712 -0.4185
N -0.770 2.777 -2.470 -0.6017
C -1.261 2.305 -1.308 0.8423
N -2.612 2.251 -1.166 -0.8146
O -0.496 2.022 -0.356 -0.7496
H 1.164 3.420 -1.997 0.2027
H 0.841 3.145 -3.717 0.2030
H 1.084 1.763 -2.624 0.2364
H -1.363 2.673 -3.276 0.3971
H -3.142 2.154 -2.017 0.3846
H -2.897 1.607 -0.431 0.4378
```

[4]
The following is a DFT calculation (wB97M-V/def2-TZVPD) of C17H15N4NaOS2 as an isolated structure.

Values from the calculation:
Highest occupied orbital energy (eV): -6.46
HOMO-LUMO gap (eV): 6.6
E_LUMO (eV): 0.18

XYZ file:
```
40
Properties=species:S:1:pos:R:3:nbo_charge:R:1
Na -0.005 -0.418 -0.303 0.9087
C 3.672 -1.082 -1.440 -0.6574
C 2.686 -2.165 -1.738 0.0790
N 1.452 -2.148 -1.335 -0.4864
C 0.758 -3.255 -1.778 0.0766
C 1.487 -4.119 -2.532 -0.4400
S 3.091 -3.542 -2.684 0.4473
C -0.655 -3.393 -1.400 0.1706
C -1.392 -4.534 -1.402 -0.4638
S -2.976 -4.192 -0.848 0.4400
C -2.552 -2.533 -0.640 0.1018
N -1.323 -2.270 -0.969 -0.5161
C -3.522 -1.516 -0.140 -0.6866
H 3.556 -0.751 -0.410 0.2461
H 3.492 -0.223 -2.088 0.2419
H 4.695 -1.421 -1.591 0.2278
H 1.165 -5.033 -3.001 0.2471
H -1.079 -5.531 -1.661 0.2442
H -4.312 -1.985 0.445 0.2219
H -3.984 -0.998 -0.982 0.2333
H -2.991 -0.783 0.473 0.3037
O -1.350 0.444 1.188 -0.8588
C -0.964 1.355 2.002 0.4170
C -1.368 1.330 3.369 -0.3123
C -0.966 2.277 4.279 -0.1823
C -0.132 3.333 3.899 -0.3311
C 0.262 3.407 2.580 -0.1185
C -0.138 2.463 1.625 -0.2769
C 0.282 2.677 0.236 0.3964
N 0.624 1.796 -0.691 -0.5641
C 0.973 2.519 -1.809 -0.1018
C 0.844 3.850 -1.570 -0.1187
N 0.405 3.936 -0.271 -0.5191
H -2.014 0.512 3.668 0.2060
H -1.296 2.199 5.309 0.2015
H 0.204 4.067 4.619 0.2036
H 0.931 4.205 2.273 0.1812
H 1.288 2.036 -2.720 0.1995
H 1.011 4.715 -2.186 0.2170
H 0.145 4.771 0.223 0.4217
```

[5]
The following is a DFT calculation (wB97M-V/def2-TZVPD) of C17H15N4O7P2W as an isolated structure.

Values from the calculation:
Highest occupied orbital energy (eV): -18.27
Charge: +3
HOMO-LUMO gap (eV): 6.1
E_LUMO (eV): -12.21

XYZ file:
```
46
Properties=species:S:1:pos:R:3:mulliken_charge:R:1
W 0.299 -0.375 -0.073 1.4701
C -2.935 -3.179 0.599 -0.4788
C -2.703 -2.630 -0.656 -0.8629
C -2.243 -1.328 -0.744 0.2241
C -1.936 -0.611 0.449 -0.4087
C -2.178 -1.184 1.728 -0.1584
C -2.692 -2.454 1.782 -0.7295
N -1.275 0.616 0.269 0.6409
C -1.282 1.898 0.857 1.4188
C -2.305 2.518 1.545 -0.9036
C -2.063 3.815 2.001 -0.6888
C -0.863 4.468 1.741 -0.6663
C 0.156 3.858 1.004 -0.7374
C -0.079 2.569 0.594 0.1818
N 0.706 1.750 -0.292 1.0891
N 1.240 2.237 -1.294 -1.0430
C 1.474 1.273 -2.296 0.3665
C 2.188 1.605 -3.418 -0.5097
C 2.279 0.652 -4.439 -0.2860
C 1.629 -0.559 -4.290 -0.9198
C 0.921 -0.817 -3.122 -0.0462
N 0.832 0.083 -2.134 -0.0401
H -3.329 -4.185 0.674 0.4777
H -2.927 -3.192 -1.552 0.5327
H -2.177 -0.810 -1.697 0.6929
H -1.952 -0.622 2.625 0.5762
H -2.901 -2.913 2.739 0.4766
H -3.257 2.032 1.717 0.5433
H -2.836 4.326 2.558 0.4555
H -0.715 5.476 2.104 0.4609
H 1.084 4.369 0.784 0.5311
H 2.647 2.582 -3.493 0.5642
H 2.839 0.872 -5.339 0.4875
H 1.651 -1.311 -5.067 0.4625
H 0.412 -1.763 -2.978 0.5487
O 2.940 -3.370 -0.409 -0.4565
P 2.140 -2.249 0.232 0.7333
O 2.372 -0.802 -0.225 -0.4725
O 0.604 -2.346 -0.156 -0.5357
O 2.268 -2.285 1.793 -0.3041
P 1.920 -0.923 2.670 0.6790
O 1.136 -1.519 3.864 -0.4033
O 3.017 -0.005 2.823 -0.5341
O 0.690 -0.348 1.751 -0.2450
H 3.679 -3.831 0.027 0.4140
H 1.526 -1.389 4.746 0.4031
```

[6]
The following is a DFT calculation (wB97M-V/def2-TZVPD) of one molecule with the formula C17H15NOS2.

Values from the calculation:
Highest occupied orbital energy (eV): -8.59
SMILES string: Cc1cc(SCC(=O)c2cccs2)nc2c(C)cccc12
HOMO-LUMO gap (eV): 8.0
E_LUMO (eV): -0.55

XYZ file:
```
36
Properties=species:S:1:pos:R:3:nbo_charge:R:1
C -2.032 -1.910 -2.673 -0.5938
C -1.260 -1.751 -1.526 0.0444
C 0.145 -1.586 -1.637 -0.2278
C 0.898 -1.162 -0.557 0.1168
N 0.357 -1.115 0.477 -0.4836
C -0.853 -1.297 0.850 0.1530
C -1.369 -1.220 2.253 -0.0366
C -2.638 -1.714 2.262 -0.1781
C -3.480 -1.894 1.202 -0.2143
C -3.128 -1.869 -0.011 -0.1732
C -1.529 -1.735 -0.168 -0.0438
H -3.593 -2.089 -0.896 0.2013
H -4.720 -1.983 1.314 0.2043
H -3.034 -1.731 3.446 0.1984
C -0.409 -1.253 3.214 -0.6119
H -0.645 -1.767 4.235 0.2402
H -0.652 -0.085 3.700 0.2054
H 0.597 -1.283 3.075 0.2437
S 2.668 -0.894 -0.739 0.1210
C 2.942 0.520 0.722 -0.4397
C 2.497 1.781 -0.107 0.4631
O 3.379 2.629 -0.392 -0.5171
C 1.084 1.954 0.056 -0.1399
C 0.129 1.752 1.057 -0.2121
C -1.106 1.800 0.356 -0.2364
C -1.318 2.537 -0.701 -0.3363
S 0.158 2.893 -1.479 0.3307
H -2.047 2.815 -1.220 0.2052
H -2.088 1.947 1.167 0.1969
H 0.238 1.248 1.898 0.2247
H 4.030 0.392 0.840 0.2475
H 2.311 0.123 1.313 0.2022
H 0.690 -1.441 -2.607 0.2083
H -1.447 -1.804 -3.737 0.2135
H -2.485 -2.827 -2.719 0.2264
H -2.669 -1.300 -2.721 0.1974
```

Record-wise total energy values, in Eh: -1823.93294, -4395.84360, -4125.87350, -1909.86207, -2151.56358, -1582.73996
Record-wise molecular weight values, in g/mol: 569.254, 816.096, 723.521, 378.458, 633.116, 313.447